Entry 1:
The following is a DFT calculation (the ωB97M-V functional and the def2-TZVPD basis) of 2 unconnected molecules or ions with the total composition C6H8NS at a distorted geometry.

```
! RIJCOSX wB97M-V def2-TZVPD def2/J DEFGRID3
* xyz 1 3
C 2.43605 1.03046 -0.03313
C 1.04522 1.27669 -0.12900
C 2.77084 -0.26805 0.10694
C 0.30786 0.11022 0.03298
C -2.21451 -0.12863 0.58306
C -1.03071 -0.07335 -0.26858
N -1.76146 -1.27803 -0.17240
S 1.40099 -1.24532 0.16798
H 3.27422 1.83660 -0.08134
H 0.36664 2.20921 -0.29207
H 3.72515 -0.64332 0.65918
H -2.06165 -0.04455 1.70181
H -2.99320 0.25943 0.08317
H -1.56312 0.66857 -1.73754
H -1.24869 -2.04022 0.19457
H -2.45362 -1.66971 -0.81564
*
```

Computed properties:
energy above the lowest of the compared OMol25 structures with the same formula, charge and spin	256.4	kJ/mol
Kohn-Sham gap (spin up / spin down)	6.586 / 6.785	eV
E_LUMO (spin up / spin down)	-0.1312 / -0.2604	Eh
E_tot	-18662.3826	eV

Partial atomic charges computed with the Mulliken method, in multiples of e: -0.166, -0.623, -0.313, 0.295, -0.362, 0.107, -0.129, -0.164, 0.322, 0.328, 0.356, 0.273, 0.395, 0.101, 0.272, 0.308

Entry 2:
The following is a DFT calculation (the ωB97M-V functional and the def2-TZVPD basis) of a molecular structure, C20H26I2N2O7S at a distorted geometry.

```
! RIJCOSX wB97M-V def2-TZVPD def2/J DEFGRID3
* xyz 0 1
C 6.84065 3.56525 1.67115
C 6.24556 2.16512 2.16386
I 7.58977 0.44198 2.32233
C 4.86045 2.03671 2.46213
I 4.14826 0.04433 3.06904
C 3.75615 3.16422 2.37119
C 2.37974 2.74577 1.74273
C 1.18707 3.81063 1.66364
C -0.17904 3.21293 1.04531
C -0.48411 1.92722 2.15659
C -1.73006 0.89263 1.67553
O -0.15480 0.53459 1.64887
C 1.31474 5.27711 2.16423
C 2.69823 5.73015 2.79762
N 3.05989 7.01035 3.34638
S 4.67726 6.86386 3.88555
N 5.00828 5.22759 3.51312
C 3.86150 4.64105 2.87110
H 6.18123 4.11298 0.91783
H 7.85901 3.33424 1.16824
H 7.09664 4.23353 2.58032
H 2.21963 1.67461 1.33938
H -1.07013 3.91811 1.12983
H -0.04170 2.71697 0.02792
H -0.38575 2.16916 3.33106
H -1.73967 0.77089 0.54039
H -1.86682 0.05913 2.44747
H 0.43313 6.01691 2.07836
C -0.45993 -1.44367 -1.91898
C -0.72069 0.02689 -2.18218
O -0.45219 0.35471 -3.55095
C -1.42023 0.02982 -4.42435
O -2.47556 -0.49358 -4.15440
O -1.00232 0.36819 -5.65654
C -1.90934 0.00212 -6.69466
H 0.54848 -1.71868 -2.23838
H -0.57051 -1.67159 -0.85628
H -1.15412 -2.07404 -2.48014
H -0.04226 0.63054 -1.57402
H -1.74079 0.31132 -1.90613
H -2.91454 0.38034 -6.49567
H -1.92283 -1.08365 -6.81168
H -1.55112 0.44737 -7.62466
C -3.41757 -5.22870 2.35334
C -3.53166 -6.50618 1.54316
O -4.37585 -6.31182 0.40190
C -3.79923 -5.70125 -0.64726
O -2.65381 -5.32168 -0.70772
O -4.72503 -5.56443 -1.61226
C -4.26216 -4.85431 -2.76006
H -4.40897 -4.84661 2.61025
H -2.85482 -5.40363 3.27317
H -2.91188 -4.44464 1.78427
H -3.99973 -7.28300 2.15213
H -2.54942 -6.88129 1.24170
H -3.33907 -5.28866 -3.15040
H -4.11708 -3.80043 -2.51280
H -5.03089 -4.92744 -3.53152
*
```

Computed properties:
Kohn-Sham gap	6.839	eV
E_LUMO	-0.0560	Eh
E_tot	-65501.0343	eV

Partial atomic charges computed with the Mulliken method, in multiples of e: -0.936, 0.075, 0.046, -0.596, 0.103, 0.571, -0.487, 0.248, -0.199, -0.034, -0.356, -0.294, -0.864, 0.563, -0.621, 0.180, -0.499, 0.550, 0.290, 0.359, 0.246, 0.351, 0.323, 0.104, 0.257, -0.014, 0.372, 0.280, -1.093, 0.177, -0.386, 0.739, -0.556, -0.346, -0.631, 0.333, 0.326, 0.279, 0.043, 0.289, 0.294, 0.288, 0.226, -1.055, -0.168, -0.359, 0.770, -0.558, -0.337, -0.593, 0.291, 0.352, 0.278, 0.291, 0.301, 0.284, 0.276, 0.224

Entry 3:
The following is a DFT calculation (the ωB97M-V functional and the def2-TZVPD basis) of a molecular structure, C5H6N2 at a distorted geometry.

```
! RIJCOSX wB97M-V def2-TZVPD def2/J DEFGRID3
* xyz 0 1
C -2.05663 -1.01583 0.14212
C -0.88443 -0.24803 -0.09211
C -0.98337 1.10616 -0.17274
C 0.34974 -0.18117 0.52859
C 1.70979 0.05897 -0.11914
N -3.15376 -0.36507 -0.00224
N -2.94847 0.91100 0.01207
H -1.94076 -1.95539 0.56612
H 0.29582 -0.65600 1.50610
H 2.40791 -0.67151 0.25156
H 1.95355 1.09711 0.17569
H 1.55526 0.04279 -1.17614
H -3.81922 1.45069 -0.44331
*
```

Computed properties:
energy above the lowest of the compared OMol25 structures with the same formula, charge and spin	667.3	kJ/mol
Kohn-Sham gap (spin up / spin down)	7.994 / 7.996	eV
E_LUMO (spin up / spin down)	-0.0215 / -0.0214	Eh
E_tot	-8255.4428	eV

Partial atomic charges computed with the Mulliken method, in multiples of e: -0.486, 0.515, -0.436, 0.059, -1.068, -0.350, -0.258, 0.397, 0.378, 0.368, 0.303, 0.340, 0.238